No. 1
# C26H26CdClN6OS2

A structure of composition C26H26CdClN6OS2 (ωB97M-V with the def2-TZVPD basis set, the OMol25 dataset).

XYZ file:
```
63
Properties=species:S:1:pos:R:3:nbo_charge:R:1
Cd -0.024 0.336 -0.611 1.604
Cl -6.492 4.026 0.756 -0.046
C -5.209 2.903 0.358 -0.118
C -5.417 1.939 -0.647 -0.187
C -4.430 1.050 -0.956 -0.273
C -3.154 1.048 -0.301 0.442
O -2.304 0.153 -0.597 -0.814
C -2.963 2.060 0.700 -0.203
C -1.775 2.225 1.481 0.196
N -0.646 1.625 1.333 -0.587
C 0.411 1.879 2.222 0.138
C 0.487 2.920 3.115 -0.237
C 1.571 3.053 4.007 -0.191
C 2.598 2.156 4.006 -0.212
C 2.591 1.095 3.071 -0.106
C 3.641 0.153 2.975 -0.125
C 3.605 -0.810 2.013 -0.265
C 2.513 -0.831 1.122 0.081
N 1.511 0.002 1.207 -0.507
C 1.515 0.964 2.167 0.218
C -4.017 2.953 1.010 -0.170
H -6.364 1.917 -1.172 0.218
H -4.573 0.312 -1.735 0.216
H -1.892 2.946 2.296 0.145
H -0.294 3.668 3.141 0.211
H 1.583 3.886 4.698 0.211
H 3.430 2.254 4.693 0.209
H 4.476 0.225 3.662 0.210
H 4.404 -1.530 1.900 0.222
H 2.478 -1.539 0.300 0.216
H -3.861 3.699 1.781 0.208
C 0.003 -2.442 2.780 -0.406
N -0.888 -2.078 1.697 -0.442
C -2.134 -1.564 2.241 -0.419
C -1.120 -3.206 0.808 -0.229
C -1.580 -2.823 -0.591 -0.227
N -0.563 -2.168 -1.419 -0.481
C 0.568 -3.050 -1.675 -0.431
C -1.162 -1.787 -2.701 -0.440
H -0.416 -3.240 3.418 0.157
H 0.194 -1.570 3.409 0.200
H 0.959 -2.789 2.384 0.194
H -2.632 -2.317 2.879 0.151
H -2.807 -1.273 1.439 0.224
H -1.933 -0.677 2.842 0.200
H -1.872 -3.892 1.239 0.165
H -0.194 -3.778 0.741 0.193
H -2.438 -2.153 -0.537 0.234
H -1.913 -3.751 -1.088 0.160
H 0.236 -3.999 -2.127 0.161
H 1.106 -3.278 -0.754 0.182
H 1.263 -2.550 -2.347 0.246
H -1.587 -2.665 -3.215 0.159
H -0.397 -1.347 -3.340 0.223
H -1.947 -1.053 -2.533 0.238
S 2.118 0.048 -2.078 -0.495
C 1.457 0.765 -3.527 -0.324
C 2.020 0.281 -4.763 0.285
N 2.493 -0.135 -5.728 -0.378
C 0.464 1.697 -3.569 -0.280
S -0.382 2.364 -2.206 -0.441
C 0.039 2.181 -4.863 0.284
N -0.319 2.569 -5.887 -0.366
```

Summary:
Net charge = -1
F_max = 0.38 eV/A
ΔE to the lowest compared entry with this formula, charge and spin = 43.5 kJ/mol
Orbital gap = 0.2038 Ha

=====

No. 2
# C26H26Cl18N4

A cluster of 10 separate species, C26H26Cl18N4 in total (ωB97M-V with the def2-TZVPD basis set, the OMol25 dataset).

XYZ file:
```
74
Properties=species:S:1:pos:R:3:lowdin_charge:R:1
N -1.527 2.595 0.147 0.065
C -1.182 3.258 -0.994 -0.148
C -1.359 4.650 -1.118 -0.059
C -1.888 5.399 -0.026 -0.028
C -2.230 4.662 1.140 -0.080
C -2.040 3.332 1.163 -0.222
H -0.697 2.680 -1.767 0.069
H -1.063 5.113 -2.048 0.094
H -2.003 6.470 -0.098 0.100
H -2.555 5.145 2.050 0.108
H -2.406 2.761 2.003 0.087
N 1.559 -2.377 -1.097 0.050
C 1.887 -1.139 -1.576 -0.197
C 1.025 -0.025 -1.580 -0.080
C -0.285 -0.279 -1.085 -0.073
C -0.693 -1.600 -0.566 -0.079
C 0.321 -2.565 -0.627 -0.198
H 2.861 -1.035 -2.031 0.069
H 1.375 0.903 -2.008 0.072
H -1.069 0.458 -1.174 0.039
H -1.703 -1.842 -0.268 0.022
H 0.136 -3.543 -0.208 0.089
N 3.389 2.056 -3.250 0.055
C 2.766 3.198 -2.916 -0.163
C 2.794 3.712 -1.588 -0.059
C 3.523 2.986 -0.617 -0.076
C 4.342 1.885 -0.970 -0.071
C 4.242 1.501 -2.315 -0.145
H 2.083 3.701 -3.585 0.092
H 2.107 4.537 -1.473 0.089
H 3.545 3.368 0.393 0.084
H 5.111 1.489 -0.324 0.041
H 4.862 0.708 -2.705 0.099
N -0.555 -3.982 5.560 0.058
C -0.863 -3.916 4.226 -0.203
C -0.250 -3.206 3.206 -0.078
C 0.945 -2.550 3.592 -0.099
C 1.332 -2.655 4.920 -0.081
C 0.662 -3.447 5.872 -0.123
H -1.815 -4.379 4.014 0.064
H -0.493 -3.296 2.157 0.069
H 1.484 -1.989 2.843 0.068
H 2.322 -2.234 5.015 0.091
H 1.094 -3.691 6.831 0.097
C 5.777 -1.512 1.304 -1.431
Cl 6.387 0.150 1.662 0.512
Cl 4.304 -1.605 0.297 0.565
Cl 5.496 -2.462 2.834 0.475
H 6.590 -2.026 0.791 0.010
C -4.266 1.509 -2.086 -1.490
Cl -5.704 1.827 -3.098 0.501
Cl -3.586 -0.049 -2.567 0.539
Cl -4.918 1.426 -0.438 0.493
H -3.609 2.374 -2.183 0.008
C 1.238 1.652 2.043 -1.464
Cl 2.692 0.824 2.624 0.519
Cl 1.140 3.374 2.557 0.537
Cl -0.128 0.672 2.687 0.509
H 1.212 1.503 0.964 -0.011
C -0.392 -0.375 -4.707 -1.471
Cl -1.775 -1.139 -5.377 0.566
Cl -0.518 1.440 -4.655 0.480
Cl 1.200 -0.838 -5.570 0.456
H -0.302 -0.683 -3.665 -0.030
C -4.039 -1.902 2.394 -1.375
Cl -3.556 -3.403 1.406 0.475
Cl -3.178 -0.359 1.855 0.451
Cl -3.731 -2.211 4.076 0.595
H -5.084 -1.694 2.164 0.015
C -4.078 -4.608 -2.420 -1.510
Cl -4.552 -4.061 -4.040 0.514
Cl -2.429 -4.151 -1.949 0.555
Cl -4.493 -6.359 -2.276 0.498
H -4.791 -4.132 -1.746 -0.002
```

Summary:
F_max = 3.91 eV/A
ΔE to the lowest compared entry with this formula, charge and spin = 0.0 kJ/mol
Orbital gap = 0.3517 Ha

=====

No. 3
# C26H26ClN6O5P

A cluster of 3 separate species, C26H26ClN6O5P in total (ωB97M-V with the def2-TZVPD basis set, the OMol25 dataset).

XYZ file:
```
65
Properties=species:S:1:pos:R:3:nbo_charge:R:1
C 6.681 -1.925 4.184 -0.286
C 6.888 -0.799 3.343 -0.049
C 6.759 0.493 2.308 -0.488
C 5.403 1.378 2.649 -0.011
C 5.432 2.415 3.924 -0.029
Cl 6.981 2.614 4.926 0.008
C 4.068 3.279 4.259 -0.205
C 2.637 3.131 3.406 0.129
N 1.487 3.967 3.892 -0.319
C 0.293 3.654 3.032 -0.166
P -1.349 4.580 3.522 1.329
O -0.906 6.111 3.769 -1.052
C 0.224 2.615 1.781 0.355
N -1.082 2.361 1.007 -0.659
C -1.810 1.248 1.726 -0.238
C -1.135 -0.232 1.344 -0.652
N 1.421 1.824 1.330 -0.410
C 2.642 2.085 2.162 0.140
C 4.016 1.224 1.787 -0.001
C 3.909 0.175 0.489 -0.258
N 3.730 1.028 -0.784 -0.841
H 6.609 -2.824 4.966 0.293
H 7.668 1.228 2.441 0.269
H 6.777 0.115 1.198 0.265
H 4.136 4.041 5.173 0.262
H -1.844 4.092 4.784 -0.009
H -2.318 4.620 2.458 -0.026
H -1.646 3.234 0.918 0.380
H -1.634 1.364 2.894 0.174
H -2.961 1.184 1.510 0.222
H -1.893 -1.120 1.442 0.242
H -0.297 -0.430 2.171 0.207
H -0.555 -0.205 0.314 0.224
H 2.886 -0.431 0.584 0.229
H 4.820 -0.557 0.428 0.215
H 2.707 0.998 -1.078 0.373
H 3.913 2.026 -0.525 0.364
C -0.996 -5.583 -2.383 -0.171
C -0.770 -5.876 -1.037 -0.216
C -1.249 -5.020 -0.044 -0.171
C -1.961 -3.870 -0.411 -0.008
C -2.183 -3.569 -1.761 -0.116
C -1.696 -4.431 -2.746 -0.227
N -2.490 -2.980 0.629 0.516
O -2.257 -3.270 1.812 -0.371
O -3.143 -1.991 0.266 -0.382
H -0.625 -6.256 -3.153 0.223
H -0.222 -6.775 -0.762 0.225
H -1.065 -5.263 1.001 0.248
H -2.730 -2.677 -2.061 0.229
H -1.866 -4.208 -3.797 0.239
C -4.181 2.056 -4.405 -0.173
C -4.659 1.726 -5.674 -0.211
C -4.701 0.391 -6.080 -0.177
C -4.266 -0.611 -5.202 -0.007
C -3.778 -0.282 -3.930 -0.117
C -3.738 1.057 -3.536 -0.231
N -4.332 -2.018 -5.614 0.519
O -4.751 -2.267 -6.754 -0.365
O -3.969 -2.876 -4.797 -0.391
H -4.155 3.098 -4.090 0.222
H -5.001 2.510 -6.346 0.226
H -5.077 0.150 -7.073 0.251
H -3.432 -1.048 -3.240 0.227
H -3.364 1.323 -2.549 0.228
```

Summary:
F_max = 9.62 eV/A
Orbital gap = 0.2486 Ha

=====

No. 4
# C26H26F4OS

A cluster of 5 separate species, C26H26F4OS in total (ωB97M-V with the def2-TZVPD basis set, the OMol25 dataset).

XYZ file:
```
58
Properties=species:S:1:pos:R:3:nbo_charge:R:1
F -0.958 2.380 3.799 -0.332
C -0.899 1.086 3.424 0.396
C -1.666 0.167 4.117 -0.295
C -1.573 -1.170 3.755 -0.181
C -0.742 -1.560 2.710 -0.264
C -0.039 -0.613 1.988 -0.136
C -0.124 0.735 2.333 -0.311
H -2.308 0.484 4.928 0.228
H -2.168 -1.917 4.262 0.214
H -0.627 -2.614 2.493 0.225
H 0.549 -0.884 1.117 0.224
H 0.453 1.504 1.834 0.231
F -1.494 -6.968 1.560 -0.327
C -0.446 -6.139 1.718 0.399
C 0.243 -5.720 0.595 -0.296
C 1.254 -4.775 0.743 -0.184
C 1.630 -4.357 2.014 -0.236
C 0.910 -4.772 3.123 -0.193
C -0.142 -5.673 2.980 -0.297
H -0.192 -5.969 -0.367 0.223
H 1.798 -4.388 -0.107 0.232
H 2.408 -3.610 2.106 0.222
H 1.145 -4.382 4.105 0.220
H -0.709 -6.015 3.836 0.229
F -0.165 6.758 -2.408 -0.329
C -0.466 6.037 -1.310 0.399
C 0.548 5.704 -0.427 -0.287
C 0.225 4.958 0.702 -0.188
C -1.078 4.554 0.938 -0.239
C -2.078 4.944 0.058 -0.187
C -1.779 5.675 -1.089 -0.291
H 1.551 6.071 -0.593 0.228
H 1.024 4.680 1.379 0.221
H -1.318 4.058 1.867 0.228
H -3.100 4.642 0.248 0.214
H -2.572 6.017 -1.740 0.228
F 2.939 3.042 -0.293 -0.333
C 2.297 2.653 -1.419 0.399
C 1.789 1.376 -1.476 -0.286
C 1.052 1.006 -2.592 -0.184
C 0.853 1.907 -3.623 -0.241
C 1.387 3.192 -3.546 -0.179
C 2.135 3.568 -2.444 -0.288
H 1.826 0.793 -0.563 0.232
H 0.747 -0.020 -2.744 0.220
H 0.273 1.658 -4.502 0.210
H 1.246 3.854 -4.391 0.217
H 2.613 4.531 -2.319 0.229
C 0.012 -3.657 -3.379 -0.835
S -0.376 -2.994 -1.763 1.251
O 0.827 -2.244 -1.292 -1.004
C -1.575 -1.730 -2.210 -0.818
H 0.489 -2.867 -3.968 0.235
H -0.910 -3.914 -3.902 0.233
H 0.687 -4.494 -3.239 0.246
H -2.440 -2.313 -2.542 0.225
H -1.191 -1.223 -3.096 0.223
H -1.776 -1.056 -1.388 0.260
```

Summary:
F_max = 1.68 eV/A
Orbital gap = 0.3476 Ha